Below is C7H15N3SSi in the gas phase in a non-equilibrium geometry, with properties calculated with ωB97M-V/def2-TZVPD.

Values from the calculation:
Energy above the lowest of the compared OMol25 structures with the same formula, charge and spin, kJ/mol: 451.5
HOMO energy, Ha: -0.2827
Kohn-Sham gap, eV: 8.46
Energy, a.u.: -1127.46876
Largest force on an atom, Eh/bohr: 0.08239

CARTESIAN COORDINATES (ANGSTROEM)
S1 3.837 -0.858 0.114
Si1 -2.320 -0.023 0.187
N1 0.194 1.189 0.419
N2 1.082 1.877 -0.026
N3 2.321 1.211 -0.246
C1 -3.367 -0.860 1.573
C2 2.392 0.038 0.237
C3 -3.188 1.655 -0.337
C4 3.238 2.120 -0.941
C5 3.265 -2.473 0.631
C6 -0.750 0.690 0.914
C7 -1.586 -1.164 -1.194
H1 2.720 2.663 -1.639
H2 -3.637 2.024 0.591
H3 2.631 -2.249 1.481
H4 3.720 2.766 -0.276
H5 -4.123 1.463 -0.880
H6 -2.373 -1.805 -1.665
H7 -3.237 -0.578 2.613
H8 -2.877 -1.867 1.561
H9 -2.327 2.099 -0.915
H10 4.156 -3.046 1.053
H11 -0.629 -1.628 -0.912
H12 2.761 -3.233 -0.097
H13 3.892 1.534 -1.495
H14 -4.467 -0.994 1.188
H15 -1.329 -0.552 -1.941

Here are the Löwdin charges for atoms 1 to 5, given in e:
1 S 0.8038
2 Si 0.5608
3 N -0.1314
4 N 0.0342
5 N -0.2645

Below is a molecular structure, C7H15N4 in a non-equilibrium geometry, with properties calculated with ωB97M-V/def2-TZVPD.

Values from the calculation:
Energy above the lowest of the compared OMol25 structures with the same formula, charge and spin, kJ/mol: 358.4
HOMO energy, Ha: -0.4732
Net charge: +1
Kohn-Sham gap, eV: 10.09
Energy, a.u.: -494.37355
Largest force on an atom, Eh/bohr: 0.10367

CARTESIAN COORDINATES (ANGSTROEM)
N1 -1.648 1.812 -0.379
N2 0.348 -3.273 -0.298
N3 2.084 -1.721 0.361
N4 -2.039 -2.989 0.120
C1 1.248 -2.441 0.017
C2 2.750 -0.553 0.783
C3 2.723 0.515 -0.304
C4 -1.390 2.808 0.744
C5 -2.647 -2.038 -0.083
C6 3.834 1.162 -0.776
C7 -3.358 -0.808 -0.164
H1 3.716 -0.747 1.010
H2 -0.884 2.057 -0.990
H3 -0.682 -3.160 0.176
H4 -1.771 3.758 0.542
H5 -2.038 2.667 1.631
H6 3.740 1.768 -1.699
H7 -3.798 -0.628 -1.089
H8 -2.501 2.137 -0.697
H9 -4.126 -0.681 0.643
H10 1.939 0.593 -0.952
H11 2.341 -0.288 1.758
H12 -2.737 0.067 0.034
H13 4.759 1.166 -0.364
H14 -0.301 2.749 0.919
H15 0.439 -3.931 -0.943

Here are the Löwdin charges for atoms 1 to 5, given in e:
1 N -0.0584
2 N 0.1977
3 N 0.2067
4 N 0.1810
5 C -0.0812

Below is a gas-phase ion, C7H15N6 (charge +1) in a non-equilibrium geometry, with properties calculated with ωB97M-V/def2-TZVPD.

Values from the calculation:
Energy above the lowest of the compared OMol25 structures with the same formula, charge and spin, kJ/mol: 235.2
HOMO energy, Ha: -0.4478
Net charge: +1
Kohn-Sham gap, eV: 8.89
Energy, a.u.: -603.88377
Largest force on an atom, Eh/bohr: 0.11319

CARTESIAN COORDINATES (ANGSTROEM)
N1 -3.444 -1.015 -0.853
N2 0.398 1.181 -0.868
N3 -2.755 0.780 0.184
N4 -0.565 1.271 1.735
N5 -3.671 0.230 -0.500
N6 1.352 1.976 -0.308
C1 -1.747 -0.133 0.319
C2 0.528 -0.897 1.271
C3 1.291 -1.595 0.138
C4 -0.539 0.275 0.929
C5 -2.212 -1.245 -0.376
C6 1.136 0.122 -1.636
C7 2.131 -0.691 -0.774
H1 0.055 -1.802 1.706
H2 -4.576 0.658 -0.789
H3 2.200 1.534 -0.095
H4 -1.746 -2.226 -0.589
H5 -0.057 1.291 2.543
H6 2.771 -1.413 -1.450
H7 0.973 2.280 0.589
H8 -1.431 1.778 1.827
H9 0.518 -2.073 -0.508
H10 0.443 -0.663 -1.926
H11 1.237 -0.474 2.073
H12 1.512 0.499 -2.459
H13 2.809 -0.131 -0.177
H14 1.519 2.873 -0.721
H15 1.870 -2.388 0.714

Here are the Löwdin charges for atoms 1 to 5, given in e:
1 N 0.0895
2 N -0.0530
3 N 0.1163
4 N 0.1718
5 N -0.0580

Below is a molecular structure, C7H15NO in a non-equilibrium geometry, with properties calculated with ωB97M-V/def2-TZVPD.

Values from the calculation:
Energy above the lowest of the compared OMol25 structures with the same formula, charge and spin, kJ/mol: 471.4
HOMO energy, Ha: -0.2907
Kohn-Sham gap, eV: 8.76
Energy, a.u.: -405.55776
Largest force on an atom, Eh/bohr: 0.04248

CARTESIAN COORDINATES (ANGSTROEM)
O1 -0.470 0.318 1.957
N1 -2.520 0.440 -1.240
C1 2.221 -0.435 0.998
C2 -0.864 -1.663 0.619
C3 1.462 -0.650 -1.417
C4 -0.446 -0.238 0.872
C5 -1.669 0.932 -0.453
C6 -1.697 2.352 0.005
C7 1.275 0.045 -0.081
H1 -0.161 -2.332 1.116
H2 -0.810 2.877 -0.363
H3 -1.674 2.382 1.095
H4 -0.891 -1.908 -0.441
H5 3.253 -0.171 0.744
H6 0.730 -0.323 -2.160
H7 -1.853 -1.821 1.051
H8 1.368 1.131 -0.182
H9 -0.308 0.416 -0.251
H10 1.992 0.031 1.958
H11 1.390 -1.736 -1.314
H12 -2.381 -0.554 -1.427
H13 2.176 -1.521 1.114
H14 2.458 -0.439 -1.823
H15 -2.581 2.865 -0.375

Here are the Löwdin charges for atoms 1 to 5, given in e:
1 O 0.0094
2 N 0.1293
3 C -0.0965
4 C -0.0208
5 C -0.0956

Below is 2 unconnected molecules or ions with the total composition C7H15NO2, with properties calculated with ωB97M-V/def2-TZVPD.

Values from the calculation:
Energy above the lowest of the compared OMol25 structures with the same formula, charge and spin, kJ/mol: 316.8
HOMO energy, Ha: -0.3198
Kohn-Sham gap, eV: 9.65
Energy, a.u.: -480.86481
Largest force on an atom, Eh/bohr: 0.01741
Structure (SMILES): C=C(C)OC.CC(C)=NO

CARTESIAN COORDINATES (ANGSTROEM)
O1 -3.073 -1.168 1.214
O2 1.887 -0.475 -0.901
N1 -2.031 -0.589 0.474
C1 -3.569 1.264 -0.026
C2 -2.270 0.522 -0.082
C3 -1.160 1.136 -0.871
C4 2.775 0.439 -1.493
C5 1.052 -1.799 0.856
C6 2.089 -0.814 0.409
C7 3.054 -0.347 1.190
H1 3.793 0.363 0.867
H2 -0.317 0.456 -0.945
H3 1.093 -2.684 0.224
H4 -2.684 -1.986 1.552
H5 3.802 0.059 -1.485
H6 3.127 -0.677 2.209
H7 1.221 -2.085 1.889
H8 2.747 1.408 -0.985
H9 -4.170 0.906 0.806
H10 -4.122 1.093 -0.949
H11 -1.515 1.388 -1.868
H12 0.060 -1.359 0.751
H13 -3.393 2.333 0.075
H14 -0.836 2.057 -0.386
H15 2.441 0.558 -2.523

Here are the Löwdin charges for atoms 1 to 5, given in e:
1 O -0.0535
2 O -0.1304
3 N 0.0105
4 C -0.0282
5 C -0.4030

Below is C7H15NO3 in the gas phase in a non-equilibrium geometry, with properties calculated with ωB97M-V/def2-TZVPD.

Values from the calculation:
Energy above the lowest of the compared OMol25 structures with the same formula, charge and spin, kJ/mol: 537.0
HOMO energy, Ha: -0.3698
Kohn-Sham gap, eV: 9.29
Energy, a.u.: -555.99112
Largest force on an atom, Eh/bohr: 0.06360
Structure (SMILES): CCCCC(C)(C)OON=O

CARTESIAN COORDINATES (ANGSTROEM)
O1 2.524 1.185 1.312
O2 1.623 0.634 0.276
O3 3.826 2.407 0.049
N1 2.828 2.431 0.705
C1 -0.045 -0.936 -0.166
C2 -1.884 -0.284 -1.841
C3 0.929 -0.444 0.916
C4 -1.006 0.140 -0.662
C5 0.227 0.118 2.130
C6 -2.846 0.815 -2.289
C7 1.990 -1.482 1.255
H1 -1.241 -0.592 -2.674
H2 -0.431 0.937 1.842
H3 1.557 -2.401 1.677
H4 -3.490 1.121 -1.456
H5 -0.384 -0.642 2.633
H6 -0.609 -1.799 0.212
H7 -0.402 1.014 -0.954
H8 2.700 -1.081 1.985
H9 0.956 0.496 2.847
H10 -2.296 1.689 -2.653
H11 -2.454 -1.172 -1.547
H12 0.542 -1.298 -1.019
H13 2.539 -1.768 0.350
H14 -3.495 0.451 -3.091
H15 -1.659 0.462 0.165

Here are the Löwdin charges for atoms 1 to 5, given in e:
1 O -0.1211
2 O -0.0696
3 O 0.0935
4 N 0.0005
5 C -0.1319

- Among the records above, which one has the lowest energy above the lowest of the compared OMol25 structures with the same formula, charge and spin?
  C7H15N6